A | {"formula": "C2H8NO2", "method": "the ωB97M-V functional and the def2-TZVPD basis", "symbols": ["C", "N", "H", "H", "H", "H", "H", "H", "O", "C", "O", "H", "H"], "xyz": [[1.24326, 1.79067, 0.38016], [0.73498, 0.40145, 0.67151], [0.50671, 2.50484, -0.19032], [2.11313, 1.62833, -0.12889], [1.48646, 2.29552, 1.32295], [0.02901, 0.12238, -0.08077], [1.52404, -0.29182, 0.64992], [0.49258, 0.46012, 1.57556], [-0.35466, -1.40194, -0.99785], [-1.35501, -2.08258, -0.88411], [-2.52940, -1.55167, -0.45436], [-1.16353, -3.17017, -0.90234], [-2.72758, -0.70513, -0.96144]], "lumo_energy_ev": -3.5, "charge": 1}

B | {"formula": "C2H8NO2", "method": "the ωB97M-V functional and the def2-TZVPD basis", "symbols": ["O", "C", "C", "N", "H", "H", "H", "H", "H", "H", "H", "H", "O"], "xyz": [[-1.55982, -0.92896, -0.10737], [-1.56027, 0.01606, -0.92672], [-0.06058, 0.58318, -1.28392], [0.96566, -0.07261, -0.38545], [-2.41000, 0.19650, -1.69517], [0.14018, 0.54197, -2.36269], [0.08745, 1.57857, -0.81084], [1.84192, 0.48320, -0.47648], [0.53463, 0.02259, 0.66150], [1.32447, -0.99161, -0.55684], [0.67815, 0.15538, 2.68775], [-0.11817, -1.09267, 3.01058], [0.13637, -0.49159, 2.24566]], "lumo_energy_ev": -3.8, "charge": 1}

Stability, highest: A